The following is a quantum chemistry calculation of C20H29B2Cl2F4N10O5SSeZr as an isolated structure, from the OMol25 dataset.

Geometry as XYZ:
```
75
Properties=species:S:1:pos:R:3
Zr 0.19 0.52 -0.50
C -2.39 -3.02 1.03
C -1.76 -1.70 0.76
N -0.58 -1.58 0.28
O 0.02 -2.76 -0.05
B 1.46 -2.90 0.40
F 1.91 -4.04 -0.20
F 1.52 -2.88 1.78
O 2.31 -1.77 -0.14
N 1.91 -0.60 0.42
C 2.66 -0.04 1.29
C 3.98 -0.55 1.73
C 2.02 1.14 1.93
N 0.78 1.33 1.62
O 0.16 2.34 2.24
B -1.31 2.08 2.51
F -1.38 0.97 3.34
F -1.80 3.24 3.05
O -2.05 1.84 1.24
N -1.77 0.61 0.69
C -2.37 -0.41 1.17
C -3.47 -0.40 2.16
C 2.75 1.95 2.94
H -1.64 -3.71 1.41
H -3.22 -2.94 1.72
H -2.76 -3.44 0.09
H 4.11 -1.57 1.40
H 4.77 0.07 1.30
H 4.07 -0.49 2.81
H -3.80 0.61 2.37
H -4.30 -0.99 1.77
H -3.13 -0.86 3.09
H 3.77 2.15 2.62
H 2.23 2.89 3.13
H 2.80 1.39 3.88
N 0.81 -1.94 -2.51
N 0.62 -1.90 -3.88
C 0.01 -0.91 -4.50
N 0.04 -0.88 -5.83
S -0.78 0.49 -3.81
H 1.80 -1.97 -2.30
H 0.35 -2.76 -2.11
H 1.00 -2.64 -4.46
H 0.81 -1.30 -6.34
H -0.51 -0.20 -6.32
Cl -2.90 2.74 -1.93
C -3.50 1.11 -1.84
C -4.84 0.94 -1.55
C -5.36 -0.34 -1.52
C -4.56 -1.43 -1.83
C -3.22 -1.22 -2.12
Cl -2.29 -2.61 -2.58
C -2.63 0.05 -2.09
N -1.22 0.25 -2.23
H -5.46 1.80 -1.34
H -6.41 -0.49 -1.29
H -4.96 -2.43 -1.87
C -0.86 5.89 -1.74
N -0.56 4.72 -0.93
C -0.99 4.77 0.47
C 0.01 3.65 -1.43
C 0.51 3.68 -2.84
O 0.18 2.61 -0.72
H -1.73 6.39 -1.30
H -1.10 5.62 -2.76
H -0.03 6.59 -1.73
H -0.82 5.78 0.84
H -0.41 4.07 1.06
H -2.04 4.52 0.56
H 1.00 4.62 -3.08
H -0.34 3.56 -3.53
H 1.19 2.85 -3.00
Se 3.77 0.39 -4.08
C 2.56 0.53 -2.84
N 1.71 0.65 -2.03
```

Output
- 2S+1 = 1
- LUMO energy (eV) = -3.882
- charge = +1
- DFT total energy (hartree) = -5919.69822

***

The following is a quantum chemistry calculation of a 2-piece molecular cluster, C20H29ClO8S3 overall, from the OMol25 dataset.

Geometry as XYZ:
```
61
Properties=species:S:1:pos:R:3
C 5.02 -1.97 0.77
C 3.63 -2.29 0.20
C 3.31 -1.58 -1.11
C 2.66 -0.21 -1.06
C 3.27 0.85 -0.12
C 2.27 1.35 0.92
Cl 2.01 0.15 2.22
O 4.47 -1.62 -1.95
S 4.47 -2.79 -3.02
O 5.49 -3.73 -2.74
O 4.39 -2.26 -4.33
O 3.06 -3.43 -2.59
C 2.28 -2.46 -1.91
S 1.00 -3.32 -0.99
C -0.41 -2.15 -1.08
C -1.62 -2.94 -1.53
O -1.77 -3.29 -2.68
O -2.46 -3.24 -0.51
C -3.84 -3.26 -0.84
C -4.52 -1.92 -0.55
C -5.18 -1.92 0.81
O -5.40 -1.61 -1.65
C -6.73 -1.78 -1.43
O -7.24 -2.88 -1.22
C -7.57 -0.52 -1.54
S -6.73 1.07 -1.45
H 5.74 -2.63 0.31
H 5.35 -0.96 0.59
H 5.05 -2.21 1.83
H 2.85 -2.09 0.92
H 3.62 -3.35 -0.01
H 1.61 -0.33 -0.81
H 2.69 0.17 -2.07
H 3.50 1.73 -0.72
H 4.15 0.51 0.39
H 1.30 1.50 0.47
H 2.64 2.26 1.36
H 1.85 -1.80 -2.66
H -0.21 -1.39 -1.82
H -0.53 -1.74 -0.09
H -4.04 -3.55 -1.86
H -4.30 -4.02 -0.22
H -3.76 -1.14 -0.56
H -5.79 -1.04 0.98
H -5.79 -2.80 0.96
H -4.40 -1.91 1.56
H -8.41 -0.60 -0.85
H -8.00 -0.53 -2.54
H -6.13 1.01 -0.25
C 1.69 6.89 3.95
C 1.88 7.35 2.66
C 1.62 6.52 1.58
C 1.16 5.22 1.79
C 0.98 4.76 3.09
C 1.24 5.59 4.17
H 1.89 7.54 4.79
H 2.23 8.36 2.49
H 1.76 6.88 0.57
H 0.96 4.57 0.95
H 0.64 3.75 3.26
H 1.10 5.23 5.18
```

Output
- 2S+1 = 1
- LUMO energy (eV) = -0.007
- SMILES = CC[C@@]1(CCCCl)OS(=O)(=O)O[C@H]1SCC(=O)OC[C@H](C)OC(=O)CS.c1ccccc1
- charge = 0
- DFT total energy (hartree) = -3036.13422

***

The following is a quantum chemistry calculation of C20H29F5NO13S2 as an isolated structure, from the OMol25 dataset.

Geometry as XYZ:
```
70
Properties=species:S:1:pos:R:3
C -5.74 2.23 4.28
C -4.69 1.22 4.80
O -4.10 0.58 3.67
S -2.63 1.15 3.30
O -2.46 2.51 3.70
O -1.70 0.31 3.97
N -2.44 0.86 1.72
S -3.09 2.01 0.79
O -2.06 2.91 0.34
O -4.17 2.77 1.36
C -3.83 1.24 -0.73
F -5.10 0.96 -0.50
F -3.83 2.19 -1.67
C -3.06 0.03 -1.32
F -2.04 0.43 -2.04
F -2.71 -0.88 -0.46
F -3.89 -0.58 -2.20
H -5.28 3.15 3.92
H -6.20 1.74 3.42
H -6.53 2.38 5.03
H -5.24 0.49 5.40
H -3.96 1.69 5.47
O 3.56 -2.61 -1.64
C 2.72 -1.78 -1.44
O 2.30 -0.92 -2.40
C 1.37 0.02 -1.83
C 0.83 -0.66 -0.59
C 2.02 -1.50 -0.13
H 1.90 0.94 -1.60
H 0.58 0.24 -2.55
H 0.47 0.04 0.17
H 0.00 -1.31 -0.85
H 2.69 -0.94 0.52
H 1.70 -2.42 0.35
O -7.46 -2.34 0.63
C -7.45 -2.65 -0.52
O -8.28 -2.11 -1.46
C -8.09 -2.77 -2.72
C -6.70 -3.37 -2.65
C -6.56 -3.70 -1.17
H -8.87 -3.53 -2.83
H -8.19 -2.04 -3.52
H -6.57 -4.24 -3.30
H -5.96 -2.63 -2.93
H -6.96 -4.69 -0.93
H -5.54 -3.61 -0.82
O 3.47 -0.34 2.85
C 4.62 -0.46 2.55
O 5.38 -1.54 2.87
C 6.74 -1.32 2.45
C 6.65 -0.26 1.36
C 5.45 0.56 1.81
H 7.31 -0.98 3.32
H 7.16 -2.25 2.09
H 7.56 0.32 1.25
H 6.43 -0.73 0.40
H 5.73 1.36 2.50
H 4.90 0.97 0.96
O 7.71 1.76 -0.32
C 7.23 1.75 -1.42
O 6.72 0.64 -1.99
C 6.31 0.92 -3.34
C 6.09 2.43 -3.38
C 7.12 2.93 -2.37
H 7.10 0.60 -4.02
H 5.41 0.36 -3.57
H 6.20 2.85 -4.37
H 5.08 2.66 -3.02
H 8.09 3.10 -2.83
H 6.78 3.82 -1.85
```

Output
- 2S+1 = 1
- LUMO energy (eV) = 2.000
- charge = -1
- DFT total energy (hartree) = -3108.16774

***

The following is a quantum chemistry calculation of C20H29InN3P2S as an isolated structure, from the OMol25 dataset.

Geometry as XYZ:
```
56
Properties=species:S:1:pos:R:3
C -2.85 -1.15 -3.25
C -1.99 -0.21 -2.67
C -2.33 0.32 -1.39
C -3.30 -0.32 -0.55
C -3.94 -1.46 -1.11
C -3.86 -1.76 -2.46
C -3.40 0.11 0.79
C -2.69 1.25 1.22
C -1.75 1.85 0.31
C -0.85 2.88 0.75
C -1.15 3.54 1.95
C -2.12 3.02 2.83
C -2.74 1.82 2.52
H -2.78 -1.44 -4.30
H -4.51 -2.10 -0.45
H -4.53 -2.52 -2.90
H -3.46 -0.69 1.53
H -0.62 4.44 2.23
H -2.34 3.55 3.77
H -3.31 1.31 3.27
N -1.55 1.31 -0.91
In 0.00 -2.13 2.39
C -0.66 0.23 -3.23
H -0.61 1.33 -3.31
H -0.46 -0.24 -4.19
C 0.39 3.05 -0.11
H 0.12 3.21 -1.16
H 1.03 3.86 0.26
P 0.68 -0.22 -2.03
P 1.32 1.43 -0.07
C 1.55 1.34 1.77
H 2.05 0.40 2.04
H 2.19 2.19 2.06
H 0.58 1.38 2.30
C 2.99 1.90 -0.55
H 3.32 2.70 0.11
H 3.66 1.05 -0.42
H 3.00 2.23 -1.59
C 0.27 -2.01 -1.79
H 0.36 -2.51 -2.77
H 0.97 -2.47 -1.08
H -0.75 -2.12 -1.36
C 2.09 -0.39 -3.14
H 2.89 -0.95 -2.65
H 1.76 -0.96 -4.01
H 2.46 0.59 -3.43
H -0.80 -1.40 1.14
H -0.39 -3.17 3.69
N 4.15 -2.05 2.49
C 2.96 -2.60 2.19
N 2.61 -3.68 2.91
S 2.07 -1.86 0.94
H 4.84 -2.42 3.13
H 4.38 -1.20 2.01
H 1.68 -4.08 2.82
H 3.31 -4.18 3.46
```

Output
- 2S+1 = 1
- LUMO energy (eV) = -4.196
- charge = +1
- DFT total energy (hartree) = -2214.43026

***

The following is a quantum chemistry calculation of the molecule C20H29N3O3S, from the OMol25 dataset.

Geometry as XYZ:
```
56
Properties=species:S:1:pos:R:3
C 2.77 1.31 0.18
C 2.43 1.28 -1.30
C 2.64 -0.12 -1.89
C 2.29 -0.13 -3.38
N 0.96 0.38 -3.64
S -0.27 -0.71 -3.82
O -1.41 0.03 -4.30
O 0.24 -1.79 -4.62
C -0.67 -1.35 -2.19
C -1.63 -0.68 -1.44
C -1.93 -1.08 -0.16
C -1.23 -2.17 0.35
C -0.27 -2.87 -0.42
C 0.22 -3.92 0.40
C -0.42 -3.81 1.60
N -1.31 -2.77 1.57
C -2.01 -2.27 2.72
C -1.12 -1.35 3.57
C -0.53 -0.23 2.72
O 0.52 -0.35 2.13
N -1.30 0.88 2.66
C -0.88 2.09 1.98
C -1.98 2.56 1.03
C -0.53 3.18 3.00
C 0.00 -2.45 -1.72
C 0.66 1.65 -3.04
C 0.98 1.69 -1.55
H 2.14 0.63 0.74
H 2.64 2.31 0.58
H 3.81 1.02 0.34
H 3.08 1.98 -1.84
H 2.01 -0.83 -1.35
H 3.68 -0.43 -1.77
H 2.32 -1.13 -3.79
H 3.00 0.50 -3.93
H -2.14 0.15 -1.91
H -2.68 -0.57 0.42
H 0.96 -4.65 0.13
H -0.31 -4.42 2.48
H -2.35 -3.12 3.33
H -2.89 -1.72 2.37
H -1.69 -0.96 4.41
H -0.28 -1.94 3.96
H -2.14 0.94 3.21
H 0.01 1.82 1.41
H -1.66 3.46 0.51
H -2.19 1.80 0.28
H -2.89 2.78 1.58
H -0.17 4.06 2.49
H 0.24 2.82 3.67
H -1.41 3.45 3.58
H 0.72 -2.96 -2.35
H -0.39 1.85 -3.24
H 1.25 2.42 -3.56
H 0.32 1.00 -1.01
H 0.80 2.70 -1.17
```

Output
- 2S+1 = 1
- LUMO energy (eV) = 0.404
- SMILES = CC1CCN(S(=O)(=O)c2ccc3c(ccn3CCC(=O)NC(C)C)c2)CC1
- charge = 0
- DFT total energy (hartree) = -1567.72374

***

The following is a quantum chemistry calculation of C20H29N3O4PdS as an isolated structure, from the OMol25 dataset.

Geometry as XYZ:
```
58
Properties=species:S:1:pos:R:3
Pd 1.33 1.34 -0.67
C 4.52 2.02 2.41
C 3.20 1.80 1.72
O 3.17 1.83 0.49
C 2.07 1.58 2.61
C 0.73 1.42 2.35
C -0.22 1.30 3.51
N 0.23 1.38 1.09
N -1.09 1.23 1.03
C -1.58 1.24 -0.24
O -0.92 1.42 -1.28
C -3.05 1.00 -0.34
C -3.63 0.88 -1.60
C -4.99 0.65 -1.73
C -5.78 0.53 -0.60
C -5.21 0.65 0.66
C -3.85 0.88 0.79
H 5.31 2.11 1.67
H 4.75 1.21 3.10
H 4.49 2.94 3.00
H 2.34 1.59 3.66
H 0.32 1.31 4.45
H -0.81 0.39 3.42
H -0.93 2.13 3.49
H -2.99 0.97 -2.47
H -5.43 0.56 -2.71
H -6.85 0.35 -0.70
H -5.83 0.56 1.55
H -3.39 0.97 1.77
C 0.31 1.84 -4.23
S 1.74 2.60 -3.46
C 2.77 2.72 -4.92
O 2.39 1.51 -2.64
H -0.13 2.55 -4.93
H -0.39 1.61 -3.43
H 0.64 0.93 -4.74
H 2.31 3.39 -5.63
H 2.90 1.72 -5.34
H 3.73 3.12 -4.60
O 1.04 -1.23 -1.52
C 1.04 -2.13 -0.70
C 1.57 -1.94 0.70
C 0.45 -1.93 1.76
C -0.04 -3.31 2.18
C -0.65 -4.15 1.06
C 0.30 -4.45 -0.09
N 0.52 -3.35 -1.01
H 2.10 -0.99 0.70
H 2.29 -2.73 0.94
H -0.38 -1.32 1.39
H 0.84 -1.42 2.64
H -0.77 -3.20 2.98
H 0.80 -3.87 2.61
H -1.54 -3.65 0.66
H -0.99 -5.10 1.48
H -0.09 -5.27 -0.68
H 1.26 -4.80 0.31
H 0.10 -3.40 -1.92
```

Output
- 2S+1 = 3
- LUMO energy (spin up / spin down) (eV) = 0.649 / -0.933
- charge = 0
- <S²> = 2.029
- DFT total energy (hartree) = -1770.76476

***

The following is a quantum chemistry calculation of a 2-piece molecular cluster, C20H29N3O7S overall, from the OMol25 dataset.

Geometry as XYZ:
```
60
Properties=species:S:1:pos:R:3
C -0.69 2.77 -0.09
C 0.20 2.57 1.09
N 0.11 3.34 2.13
C 1.10 3.00 3.17
C 2.35 3.90 3.08
O 2.09 5.19 3.64
C 3.54 3.30 3.84
O 3.27 3.30 5.26
C 3.78 1.87 3.34
C 5.01 1.25 4.02
O 5.23 -0.06 3.47
O 2.62 1.08 3.63
C 1.42 1.51 2.96
S 1.38 1.27 1.15
H -0.31 2.24 -0.97
H -1.70 2.40 0.13
H -0.77 3.83 -0.33
H 0.65 3.13 4.16
H 2.63 4.01 2.03
H 2.16 5.14 4.61
H 4.43 3.91 3.65
H 2.65 2.58 5.46
H 3.97 1.90 2.26
H 4.85 1.17 5.10
H 5.89 1.87 3.85
H 4.40 -0.57 3.53
H 0.59 0.94 3.38
C -0.03 -4.59 -1.48
N -0.34 -3.39 -2.25
C -0.59 -3.39 -3.56
O -0.57 -4.43 -4.21
C -0.95 -2.07 -4.29
C -0.72 -0.75 -3.52
C -1.46 -0.57 -2.20
C -2.84 -0.30 -2.19
C -3.54 -0.25 -0.97
C -2.84 -0.46 0.25
O -3.51 -0.44 1.43
C -1.45 -0.68 0.23
C -0.76 -0.71 -0.99
N -2.27 -2.07 -4.96
C -3.45 -2.55 -4.57
C -3.62 -3.41 -3.33
O -4.44 -2.27 -5.23
H 0.95 -4.99 -1.78
H -0.01 -4.36 -0.41
H -0.78 -5.36 -1.66
H -0.45 -2.53 -1.75
H -0.23 -2.04 -5.11
H 0.35 -0.65 -3.33
H -0.99 0.08 -4.18
H -3.38 -0.15 -3.12
H -4.60 -0.07 -0.96
H -4.45 -0.31 1.31
H -0.93 -0.81 1.17
H 0.32 -0.87 -0.98
H -2.31 -1.59 -5.84
H -4.68 -3.53 -3.13
H -3.15 -2.94 -2.47
H -3.18 -4.39 -3.51
```

Output
- 2S+1 = 1
- LUMO energy (eV) = 0.228
- SMILES = CC1=N[C@@H]2[C@@H](O)[C@@H](O)[C@@H](CO)O[C@@H]2S1.CNC(=O)[C@H](Cc1ccc(O)cc1)NC(C)=O
- charge = 0
- DFT total energy (hartree) = -1868.65383

***

The following is a quantum chemistry calculation of C20H29O11S2Zn as an isolated structure, from the OMol25 dataset.

Geometry as XYZ:
```
63
Properties=species:S:1:pos:R:3
Zn 6.23 22.12 24.78
C 4.65 24.08 27.72
C 3.95 23.24 26.67
O 4.74 22.73 25.63
H 3.90 24.71 28.21
H 5.24 24.91 27.31
H 5.24 23.53 28.45
H 3.29 23.99 26.21
H 3.32 22.48 27.14
O 4.47 24.09 21.05
S 3.15 24.20 20.46
O 2.73 23.23 19.52
O 2.02 24.30 21.62
C 2.48 24.47 22.97
C 1.31 25.06 23.73
C 2.97 25.82 19.71
H 3.44 24.96 23.14
H 2.67 23.43 23.28
H 1.10 26.08 23.42
H 1.43 25.01 24.81
H 0.45 24.43 23.48
H 3.98 25.98 19.33
H 2.77 26.51 20.53
H 2.25 25.75 18.91
O 8.16 20.66 30.28
S 6.76 20.86 30.44
O 6.01 20.15 31.41
O 6.53 22.42 30.72
C 7.26 23.39 29.97
C 6.65 24.75 30.21
C 5.98 20.67 28.84
H 7.43 23.21 28.90
H 8.29 23.34 30.34
H 7.25 25.49 29.69
H 6.81 24.97 31.27
H 5.58 24.85 30.04
H 6.59 21.19 28.11
H 4.93 20.95 28.93
H 5.90 19.61 28.60
C 2.02 23.22 30.62
C 1.32 22.22 30.09
C 0.42 22.44 28.94
O -0.31 21.55 28.57
C 0.44 23.83 28.37
C 1.03 24.85 28.99
C 1.92 24.63 30.18
O 2.43 25.55 30.78
H 2.59 23.09 31.53
H 1.48 21.21 30.45
H -0.13 24.01 27.46
H 0.91 25.87 28.64
C 2.50 19.11 25.51
C 2.92 19.41 26.73
C 2.20 18.98 27.95
O 2.66 19.07 29.06
C 0.80 18.55 27.69
C 0.43 18.18 26.47
C 1.32 18.23 25.27
O 1.05 17.72 24.21
H 3.03 19.54 24.67
H 3.77 20.08 26.85
H 0.16 18.69 28.55
H -0.61 17.90 26.35
```

Output
- 2S+1 = 1
- LUMO energy (eV) = -8.836
- charge = +1
- DFT total energy (hartree) = -4182.30391